This record from the Open Molecules 2025 dataset describes the ion C4H8NO3 with charge +1. The level of theory is ωB97M-V/def2-TZVPD.

```
16
C4H8NO3 (ωB97M-V/def2-TZVPD)
N 0.504 -1.706 0.050
C -0.159 -0.354 0.353
C -1.588 -0.569 1.042
O -1.785 -1.719 1.289
C 0.033 0.376 -0.918
C 0.388 1.854 -0.819
O 0.275 2.859 -1.461
O 1.018 1.869 0.434
H 1.498 -1.596 -0.046
H 0.227 -2.291 0.842
H 0.162 -2.188 -0.813
H 0.448 -0.037 1.273
H -2.255 0.357 1.208
H -0.823 0.231 -1.573
H 0.842 0.051 -1.537
H 1.215 2.862 0.678
```

As for the LUMO energy: -4.0 eV. The total energy comes out at -437.398673 hartree. For the HOMO energy, the calculation gives -14.6966 eV. The frontier orbital gap comes out at 10.698 eV. The energy above the lowest of the compared OMol25 structures with the same formula, charge and spin comes out at 31.7 kcal/mol. Its total charge is +1.

=====

This record from the Open Molecules 2025 dataset describes a structure of composition C24H35FeN2O. The level of theory is ωB97M-V/def2-TZVPD.

```
63
C24H35FeN2O (ωB97M-V/def2-TZVPD)
C 0.957 1.927 -0.188
H 1.134 2.155 0.838
H 1.716 2.342 -0.824
H 1.444 0.830 -0.001
C -0.398 2.644 -0.555
H -1.104 2.033 -1.179
H -0.999 2.906 0.338
C -0.182 3.999 -1.270
H -1.122 4.509 -1.511
H 0.378 4.645 -0.589
H 0.362 3.888 -2.210
C -0.726 -1.700 -0.822
C -1.164 -0.835 -1.900
C 0.018 -0.388 -2.580
C 1.182 -0.971 -1.939
C 0.705 -1.794 -0.841
C 1.551 -2.738 -0.048
C 2.575 -0.956 -2.482
C 0.045 0.418 -3.823
C -2.558 -0.447 -2.201
C -1.619 -2.432 0.080
Fe 0.079 0.208 -0.632
H 3.302 -1.288 -1.723
H 2.651 -1.648 -3.340
H 2.823 0.056 -2.839
H 2.582 -2.363 0.059
H 1.138 -2.889 0.959
H 1.610 -3.725 -0.542
H -2.503 -1.825 0.293
H -1.934 -3.381 -0.374
H -1.107 -2.636 1.024
H -2.591 0.562 -2.629
H -3.044 -1.126 -2.914
H -3.160 -0.427 -1.284
H 0.885 1.142 -3.804
H 0.171 -0.215 -4.724
H -0.898 0.979 -3.940
C -0.318 0.526 6.691
N -0.121 0.688 5.271
N -1.007 0.259 4.346
C -0.483 0.462 3.067
O -1.091 0.190 2.023
C 0.824 1.033 3.302
C 0.979 1.178 4.662
C 2.119 1.740 5.425
C -2.254 -0.363 4.633
C -3.127 0.163 5.589
C -4.331 -0.484 5.874
C -4.694 -1.644 5.184
C -3.826 -2.162 4.218
C -2.612 -1.535 3.947
H -1.051 1.235 7.090
H 0.652 0.706 7.170
H -0.681 -0.466 6.997
H 1.532 1.205 2.504
H 1.860 2.618 6.043
H 2.597 1.019 6.107
H 2.867 2.044 4.678
H -2.865 1.086 6.107
H -4.998 -0.056 6.619
H -5.652 -2.132 5.363
H -4.095 -3.053 3.656
H -1.899 -1.952 3.236
```

As for the LUMO energy (alpha / beta): -5.7 / -9.6 eV. The total energy comes out at -2383.280642 hartree. For the HOMO energy (alpha / beta), the calculation gives -12.8942 / -14.2967 eV. The frontier orbital gap (alpha / beta) comes out at 7.211 / 4.728 eV. Its spin multiplicity is 6. The energy above the lowest of the compared OMol25 structures with the same formula, charge and spin comes out at 16.2 kcal/mol. Its total charge is +2.

=====

This record from the Open Molecules 2025 dataset describes a cluster of 2 separate species, C9H11Cl2NO in total. The level of theory is ωB97M-V/def2-TZVPD.

```
24
C9H11Cl2NO (ωB97M-V/def2-TZVPD)
Cl -4.094 -0.772 1.098
C -2.745 -0.600 0.024
C -2.777 0.377 -0.970
C -1.692 0.516 -1.833
C -0.589 -0.325 -1.691
Cl 0.760 -0.152 -2.765
C -0.556 -1.302 -0.697
C -1.642 -1.440 0.166
H -3.655 1.030 -1.067
H -1.701 1.280 -2.622
H 0.321 -1.955 -0.600
H -1.633 -2.204 0.955
C 0.251 1.674 1.160
N 1.432 1.031 0.619
C 1.869 -0.160 1.114
C 3.114 -0.713 0.454
O 1.282 -0.729 2.029
H 0.077 2.620 0.620
H 0.379 1.900 2.232
H -0.638 1.032 1.040
H 1.949 1.475 -0.144
H 3.965 -0.020 0.570
H 3.376 -1.673 0.930
H 2.947 -0.888 -0.622
```

As for the LUMO energy: 0.7 eV. The total energy comes out at -1399.953921 hartree. For the HOMO energy, the calculation gives -9.1237 eV. The frontier orbital gap comes out at 9.792 eV. The energy above the lowest of the compared OMol25 structures with the same formula, charge and spin comes out at 0.0 kcal/mol. Its total charge is 0.

=====

This record from the Open Molecules 2025 dataset describes a structure of composition C29H16Cl2N8O2ReS3. The level of theory is ωB97M-V/def2-TZVPD.

```
61
C29H16Cl2N8O2ReS3 (ωB97M-V/def2-TZVPD)
Re 0.122 -0.255 -0.078
Cl 2.064 -6.267 2.520
C 1.341 -4.706 2.360
C 1.768 -3.887 1.322
C 1.192 -2.638 1.168
N 1.484 -1.688 0.166
C 2.597 -1.736 -0.642
O 3.551 -2.468 -0.522
C 2.499 -0.758 -1.786
C 3.434 -0.804 -2.799
C 3.225 -0.045 -3.937
C 2.077 0.728 -4.019
C 1.204 0.754 -2.948
N 1.415 0.041 -1.831
C 0.193 -2.213 2.061
C -0.217 -3.023 3.100
C 0.360 -4.279 3.246
Cl -0.176 -5.286 4.543
N -0.238 -0.887 1.804
C -0.221 0.033 2.829
O -0.614 -0.109 3.961
C 0.554 1.280 2.442
C 0.803 2.278 3.360
C 1.731 3.259 3.040
C 2.394 3.193 1.824
C 2.068 2.175 0.945
N 1.151 1.255 1.239
H 2.542 -4.228 0.654
H 4.269 -1.480 -2.687
H 3.922 -0.086 -4.763
H 1.831 1.287 -4.910
H 0.282 1.319 -2.995
H -0.970 -2.685 3.794
H 0.293 2.239 4.312
H 1.956 4.050 3.743
H 3.155 3.911 1.557
H 2.564 2.074 -0.014
S -1.455 -1.380 -1.246
C -1.043 -1.339 -2.963
C -0.037 -2.256 -3.369
N 0.830 -2.977 -3.619
C -1.580 -0.377 -3.783
S -2.560 0.920 -3.313
C -1.166 -0.418 -5.171
N -0.847 -0.437 -6.277
N -0.180 3.049 -1.210
C -1.271 2.598 -0.570
N -1.372 1.416 -0.015
C -2.653 1.259 0.563
C -3.144 0.144 1.232
C -4.436 0.173 1.730
C -5.251 1.290 1.573
C -4.778 2.407 0.908
C -3.484 2.369 0.415
S -2.660 3.622 -0.467
H 0.641 2.476 -1.249
H -0.149 3.980 -1.583
H -2.537 -0.738 1.368
H -4.815 -0.697 2.249
H -6.258 1.286 1.967
H -5.399 3.282 0.768
```

As for the LUMO energy (alpha / beta): -2.0 / -1.8 eV. The total energy comes out at -3896.585445 hartree. For the HOMO energy (alpha / beta), the calculation gives -7.4637 / -7.4693 eV. The frontier orbital gap (alpha / beta) comes out at 5.477 / 5.702 eV. Its spin multiplicity is 2. The energy above the lowest of the compared OMol25 structures with the same formula, charge and spin comes out at 9.7 kcal/mol. Its total charge is 0.

=====

This record from the Open Molecules 2025 dataset describes the molecule C3H8N2S. The level of theory is ωB97M-V/def2-TZVPD.

```
14
C3H8N2S (ωB97M-V/def2-TZVPD)
C 0.610 -1.995 -1.678
N -0.009 -1.155 -0.874
S 1.345 -0.061 -0.267
C 0.248 0.380 1.187
C -0.936 1.173 0.509
N -2.356 1.522 1.111
H 1.760 -2.404 -1.734
H -0.180 -2.596 -2.175
H -0.358 -0.623 1.435
H 0.561 1.070 2.077
H -0.493 2.059 0.005
H -1.032 0.308 -0.480
H -2.124 2.438 1.666
H -2.630 0.818 1.712
```

As for the LUMO energy: 0.4 eV. The total energy comes out at -626.643548 hartree. For the HOMO energy, the calculation gives -8.7339 eV. The frontier orbital gap comes out at 9.116 eV. The energy above the lowest of the compared OMol25 structures with the same formula, charge and spin comes out at 112.8 kcal/mol. Its total charge is 0.

=====

This record from the Open Molecules 2025 dataset describes the molecule C8H11N5. The level of theory is ωB97M-V/def2-TZVPD.

```
24
C8H11N5 (ωB97M-V/def2-TZVPD)
H -2.605 2.000 0.851
N -2.076 1.356 1.451
C -1.850 0.228 0.893
N -1.319 -0.831 1.648
N -2.255 0.014 -0.480
N -1.759 -1.019 -1.220
C -0.545 -1.370 -1.103
C 0.580 -0.706 -0.500
C 1.620 -1.409 0.140
C 2.775 -0.797 0.610
C 2.895 0.617 0.536
C 1.902 1.349 -0.085
C 0.822 0.715 -0.639
N 0.002 1.519 -1.362
H -0.759 -0.470 2.424
H -0.973 -1.642 1.175
H -3.254 0.051 -0.646
H -0.272 -2.284 -1.634
H 1.574 -2.482 0.245
H 3.585 -1.354 0.978
H 3.832 1.112 0.876
H 2.014 2.459 -0.199
H 0.373 2.418 -1.704
H -0.869 1.156 -1.732
```

As for the LUMO energy: 0.7 eV. The total energy comes out at -585.184089 hartree. For the HOMO energy, the calculation gives -7.8637 eV. The frontier orbital gap comes out at 8.515 eV. The energy above the lowest of the compared OMol25 structures with the same formula, charge and spin comes out at 29.5 kcal/mol. Its total charge is 0.

=====

This record from the Open Molecules 2025 dataset describes the ion C4H4NO with charge -1. The level of theory is ωB97M-V/def2-TZVPD.

```
10
C4H4NO (ωB97M-V/def2-TZVPD)
C -0.981 1.604 -0.953
C -0.370 0.537 -0.307
C 0.418 1.803 -0.314
C -0.544 -1.967 0.407
N -0.032 -0.676 0.336
O 1.078 -0.510 1.052
H 1.183 1.750 -1.085
H 0.433 2.552 0.531
H -1.181 -2.246 -0.356
H -0.004 -2.846 0.689
```

As for the LUMO energy (alpha / beta): 4.2 / 4.2 eV. The total energy comes out at -284.572584 hartree. For the HOMO energy (alpha / beta), the calculation gives -3.1422 / -3.1429 eV. The frontier orbital gap (alpha / beta) comes out at 7.362 / 7.361 eV. The energy above the lowest of the compared OMol25 structures with the same formula, charge and spin comes out at 67.6 kcal/mol. Its total charge is -1.

=====

This record from the Open Molecules 2025 dataset describes a cluster of 2 separate species, C5H12N2O2 in total. The level of theory is ωB97M-V/def2-TZVPD.

```
21
C5H12N2O2 (ωB97M-V/def2-TZVPD)
C 2.569 1.703 0.423
C 1.048 2.004 0.343
C 0.395 0.784 1.047
N -0.309 1.174 2.174
O 0.548 -0.380 0.797
H 3.218 2.456 0.905
H 2.958 1.599 -0.588
H 2.784 0.816 1.023
H 0.757 2.902 0.872
H 0.855 2.090 -0.728
H -0.557 0.502 2.885
H -0.651 2.088 2.419
C -0.586 -1.513 -1.844
C -1.972 -2.055 -1.515
N -2.331 -2.424 -0.251
O -2.717 -2.281 -2.460
H -0.701 -1.220 -2.882
H 0.102 -2.355 -1.861
H -0.395 -0.731 -1.112
H -3.255 -2.803 -0.214
H -1.759 -2.354 0.567
```

As for the LUMO energy: 0.7 eV. The total energy comes out at -457.725198 hartree. For the HOMO energy, the calculation gives -9.1714 eV. The frontier orbital gap comes out at 9.860 eV. The energy above the lowest of the compared OMol25 structures with the same formula, charge and spin comes out at 14.9 kcal/mol. Its total charge is 0.

=====

This record from the Open Molecules 2025 dataset describes the molecule C17H21FN4O. The level of theory is ωB97M-V/def2-TZVPD.

```
44
C17H21FN4O (ωB97M-V/def2-TZVPD)
H -0.924 1.734 3.441
N -0.480 2.523 2.965
C 0.320 2.100 2.069
C 1.033 3.166 1.238
C 0.487 0.577 1.854
C 0.625 0.130 0.398
C 1.709 -0.764 0.031
C 2.748 -1.289 1.032
F 3.998 -1.169 0.377
C 2.525 -2.793 1.358
C 1.007 -3.169 1.352
C 1.861 -1.210 -1.253
C 0.985 -0.808 -2.306
N 1.227 -1.314 -3.556
C 0.351 -0.840 -4.412
C -0.720 0.065 -4.116
N -0.960 0.506 -2.903
C -0.071 0.058 -1.964
C -0.256 0.504 -0.609
C -1.455 1.399 -0.304
C -2.425 0.658 0.717
C -3.640 0.150 -0.099
N -4.659 1.117 -0.436
O -3.759 -1.009 -0.420
H 1.959 2.822 0.753
H 1.308 3.974 1.938
H 0.365 3.640 0.501
H -0.430 0.105 2.248
H 1.308 0.244 2.502
H 2.837 -0.678 1.939
H 2.948 -3.054 2.342
H 2.999 -3.394 0.564
H 0.623 -3.286 0.327
H 0.905 -4.157 1.833
H 0.399 -2.447 1.923
H 2.672 -1.906 -1.485
H 0.459 -1.162 -5.457
H -1.382 0.417 -4.915
H -2.071 1.622 -1.184
H -1.149 2.372 0.109
H -2.747 1.315 1.540
H -1.907 -0.248 1.051
H -4.543 1.332 -1.426
H -4.442 1.955 0.102
```

As for the LUMO energy: -0.5 eV. The total energy comes out at -1054.512884 hartree. For the HOMO energy, the calculation gives -9.0705 eV. The frontier orbital gap comes out at 8.601 eV. The energy above the lowest of the compared OMol25 structures with the same formula, charge and spin comes out at 0.0 kcal/mol. Its total charge is 0.

=====

This record from the Open Molecules 2025 dataset describes the molecule C3H3F3O2. The level of theory is ωB97M-V/def2-TZVPD.

```
11
C3H3F3O2 (ωB97M-V/def2-TZVPD)
O 2.199 0.342 -0.248
C 1.088 0.490 -0.682
C -0.035 -0.433 -0.113
O 0.631 -1.245 0.815
F -0.440 -1.171 -1.244
C -1.206 0.391 0.419
F -2.341 -0.349 0.331
F -1.395 1.478 -0.309
H 0.866 1.170 -1.399
H 1.566 -1.135 0.885
H -0.933 0.463 1.543
```

As for the LUMO energy: 0.1 eV. The total energy comes out at -566.155685 hartree. For the HOMO energy, the calculation gives -11.1247 eV. The frontier orbital gap comes out at 11.197 eV. The energy above the lowest of the compared OMol25 structures with the same formula, charge and spin comes out at 0.0 kcal/mol. Its total charge is 0.

=====

This record from the Open Molecules 2025 dataset describes a cluster of 2 separate species, C2H8N3O in total. The level of theory is ωB97M-V/def2-TZVPD.

```
14
C2H8N3O (ωB97M-V/def2-TZVPD)
C -0.676 -1.655 -0.206
C 0.813 0.192 0.371
N -1.861 1.052 -0.189
N 0.114 -0.566 -0.605
N 1.370 1.342 -0.282
O -2.472 0.254 0.380
H -1.190 -2.055 -1.057
H -0.368 -2.438 0.577
H -1.671 -1.203 0.396
H 0.126 0.666 1.126
H 1.640 -0.421 0.917
H 1.919 1.070 -1.163
H 0.442 1.911 -0.628
H 1.815 1.851 0.365
```

As for the LUMO energy (alpha / beta): -4.3 / -6.0 eV. The total energy comes out at -320.048578 hartree. For the HOMO energy (alpha / beta), the calculation gives -12.8531 / -14.8352 eV. The frontier orbital gap (alpha / beta) comes out at 8.506 / 8.844 eV. Its spin multiplicity is 3. The energy above the lowest of the compared OMol25 structures with the same formula, charge and spin comes out at 45.8 kcal/mol. Its total charge is +1.

=====

This record from the Open Molecules 2025 dataset describes a structure of composition C6H16BiO4PS4SbTe. The level of theory is ωB97M-V/def2-TZVPD.

```
34
C6H16BiO4PS4SbTe (ωB97M-V/def2-TZVPD)
Bi 0.090 -0.641 -1.487
S -0.011 -3.312 -5.482
Sb 0.726 -3.442 -3.293
S -1.005 -2.958 -1.630
S 2.035 -1.414 -2.725
S 1.835 -5.212 -2.487
C 2.503 0.309 4.574
C 2.463 -0.213 3.100
O 1.188 0.203 2.591
P 0.075 -0.666 1.881
O 0.678 -1.345 0.614
Te -0.922 -2.130 3.509
O -0.981 0.391 1.344
C -1.236 1.661 2.048
C -2.139 1.284 3.228
H 3.173 -0.352 5.148
H 1.454 0.261 4.969
H 2.832 1.386 4.646
H 2.528 -1.267 3.103
H 3.229 0.179 2.473
H -1.761 2.280 1.329
H -0.270 2.136 2.383
H -2.991 0.602 2.942
H -2.495 2.165 3.740
H -1.557 0.755 4.024
C -1.537 1.951 -4.419
C -0.589 0.758 -4.620
O -1.057 -0.432 -3.950
H -1.223 2.868 -4.977
H -1.644 2.333 -3.372
H -2.561 1.622 -4.650
H 0.457 0.926 -4.400
H -0.623 0.508 -5.700
H -0.666 -1.195 -4.452
```

As for the LUMO energy: 1.9 eV. The total energy comes out at -3196.384896 hartree. For the HOMO energy, the calculation gives -4.6837 eV. The frontier orbital gap comes out at 6.578 eV. The energy above the lowest of the compared OMol25 structures with the same formula, charge and spin comes out at 16.2 kcal/mol. Its total charge is -1.

=====

Number 1: strongest force on any atom 3.5 eV Å⁻¹. Number 2: strongest force on any atom 2.8 eV Å⁻¹. Number 3: strongest force on any atom 0.8 eV Å⁻¹. Number 4: strongest force on any atom 0.3 eV Å⁻¹. Number 5: strongest force on any atom 6.1 eV Å⁻¹. Number 6: strongest force on any atom 3.0 eV Å⁻¹. Number 7: strongest force on any atom 4.0 eV Å⁻¹. Number 8: strongest force on any atom 2.5 eV Å⁻¹. Number 9: strongest force on any atom 2.0 eV Å⁻¹. Number 10: strongest force on any atom 4.2 eV Å⁻¹. Number 11: strongest force on any atom 7.3 eV Å⁻¹. Number 12: strongest force on any atom 2.8 eV Å⁻¹.